1.
ORCA calculation (ωB97M-V with the def2-TZVPD basis set) on 13 unconnected molecules or ions with the total composition C31H74Cl6O16 in a non-equilibrium geometry.

Each line ends with the Mulliken charge.
Element x y z (Å)
C1 0.287 4.879 1.170  -0.21
C2 0.620 6.366 0.805  -0.81
C3 0.629 6.344 -0.747  -0.51
O1 0.128 5.067 -1.153  -0.46
C4 -0.490 4.383 -0.042  0.36
H1 -0.233 4.719 2.115  0.18
H2 1.195 4.279 1.224  0.23
H3 1.554 6.698 1.259  0.36
H4 -0.239 6.989 1.055  0.32
H5 1.694 6.484 -0.934  0.16
H6 0.027 7.152 -1.162  0.31
H7 -0.357 3.320 -0.242  -0.67
H8 -1.537 4.687 -0.039  0.41
C5 4.523 2.343 -1.174  -0.56
C6 4.947 3.675 -0.572  -0.70
C7 4.238 4.683 -1.424  -0.44
O2 3.290 4.050 -2.222  -0.30
C8 3.134 2.735 -1.656  0.13
H9 4.738 1.452 -0.585  0.27
H10 5.162 2.199 -2.045  0.32
H11 6.032 3.760 -0.522  0.42
H12 4.616 3.742 0.464  0.24
H13 4.977 5.138 -2.084  0.31
H14 3.851 5.574 -0.930  0.21
H15 2.799 1.955 -2.340  0.27
H16 2.376 2.757 -0.872  -0.19
C9 -2.333 -1.520 4.948  -0.66
C10 -2.966 -1.170 3.670  0.33
C11 -3.331 -2.532 3.170  0.15
O3 -2.175 -3.361 3.570  -0.45
C12 -1.422 -2.682 4.519  0.12
H17 -3.063 -1.915 5.655  0.36
H18 -2.026 -0.589 5.423  0.32
H19 -2.214 -0.800 2.973  -0.45
H20 -3.825 -0.512 3.803  0.51
H21 -3.518 -2.604 2.099  -0.47
H22 -4.245 -2.942 3.599  0.35
H23 -0.540 -2.299 4.005  -0.43
H24 -1.067 -3.359 5.295  0.38
C13 2.606 -3.241 -1.272  0.55
C14 3.177 -4.285 -2.207  -0.86
C15 3.402 -5.547 -1.364  -0.61
O4 3.764 -4.936 -0.105  -0.48
C16 3.462 -3.520 -0.048  0.44
H25 1.566 -3.380 -0.976  -0.20
H26 2.671 -2.269 -1.759  0.23
H27 4.150 -4.100 -2.661  0.36
H28 2.497 -4.543 -3.018  0.29
H29 4.132 -6.186 -1.860  0.32
H30 2.470 -6.068 -1.142  0.32
H31 4.400 -2.965 -0.086  0.10
H32 2.998 -3.108 0.848  -0.40
C17 -5.190 1.247 -2.216  -0.50
C18 -4.671 2.745 -2.431  -0.03
O5 -5.026 3.505 -1.159  -0.53
O6 -4.506 0.794 -1.111  -0.08
H33 -4.836 0.588 -3.009  0.29
H34 -6.254 1.062 -2.068  0.22
H35 -5.188 3.337 -3.186  0.52
H36 -3.613 2.808 -2.686  -0.22
H37 -5.777 4.061 -1.378  0.27
H38 -4.605 1.362 -0.344  0.12
C19 -0.880 -0.688 0.151  0.88
C20 -1.375 0.247 -0.977  0.02
O7 -0.249 0.803 -1.735  0.15
O8 -0.329 -1.846 -0.395  -0.12
H39 -1.773 -0.948 0.719  -0.36
H40 -0.261 -0.097 0.825  -0.89
H41 -2.014 1.063 -0.641  0.12
H42 -2.168 -0.269 -1.519  0.06
H43 -0.485 1.652 -2.116  -0.09
H44 0.324 -1.594 -1.051  0.12
C21 -3.879 -5.157 -1.215  -0.36
C22 -2.593 -4.374 -1.578  -0.52
O9 -2.761 -2.952 -1.523  -0.56
O10 -4.221 -4.669 0.071  -0.50
H45 -3.496 -6.172 -1.104  0.31
H46 -4.706 -5.157 -1.924  0.28
H47 -2.182 -4.707 -2.531  0.43
H48 -1.772 -4.676 -0.928  0.27
H49 -1.918 -2.504 -1.421  0.37
H50 -3.883 -3.773 0.147  0.27
C23 3.813 -0.200 2.020  -0.32
C24 2.354 -0.363 1.397  0.26
O11 1.740 -1.505 2.040  -0.09
O12 3.832 0.205 3.365  -0.61
H51 4.357 0.502 1.389  0.07
H52 4.279 -1.181 1.932  0.14
H53 2.392 -0.664 0.350  -0.07
H54 1.697 0.496 1.530  0.21
H55 0.791 -1.434 1.912  0.06
H56 3.697 -0.585 3.894  0.36
C25 0.867 3.727 -4.526  -0.03
C26 -0.553 3.126 -4.302  -0.47
O13 -0.799 3.080 -2.924  -0.18
O14 0.823 5.128 -4.215  -0.61
H57 1.299 3.635 -5.523  0.40
H58 1.521 3.178 -3.848  -0.22
H59 -0.655 2.164 -4.803  0.42
H60 -1.435 3.674 -4.633  0.27
H61 -0.474 3.852 -2.454  0.34
H62 1.412 5.362 -3.494  0.34
C27 3.934 -4.042 4.610  -0.66
C28 2.835 -4.655 3.693  0.05
O15 1.697 -3.763 3.594  -0.45
O16 4.558 -2.790 4.141  -0.47
H63 4.741 -4.749 4.805  0.45
H64 3.510 -3.918 5.606  0.28
H65 2.455 -5.608 4.062  0.32
H66 3.112 -4.770 2.645  -0.06
H67 2.016 -2.866 3.465  0.30
H68 5.230 -2.937 3.471  0.27
C29 -7.157 -0.626 0.921  0.10
Cl1 -7.115 1.182 0.917  -0.16
Cl2 -8.587 -1.186 1.774  -0.18
H69 -7.309 -1.015 -0.086  0.25
H70 -6.330 -1.146 1.405  -0.03
C30 1.134 -2.555 -5.172  -0.40
Cl3 1.021 -2.189 -6.950  -0.18
Cl4 0.591 -1.260 -4.019  0.01
H71 0.486 -3.402 -4.949  0.30
H72 2.154 -2.839 -4.915  0.23
C31 -2.078 2.499 3.274  -0.78
Cl5 -0.499 1.755 3.085  0.00
Cl6 -2.956 2.806 1.747  0.00
H73 -2.675 1.770 3.822  0.32
H74 -1.973 3.415 3.854  0.51

2S+1: 1
Energy above the lowest of the compared OMol25 structures with the same formula, charge and spin (kJ/mol): 0.0
E_HOMO (hartree): -0.33792
Charge: 0
Max |F| (eV/Å): 2.9
Calculated total energy (eV): -141234.6884

2.
ORCA calculation (ωB97M-V with the def2-TZVPD basis set) on a molecular structure, C31H78CdF3O11 in a non-equilibrium geometry.

Each line ends with the Mulliken charge.
Element x y z (Å)
Cd1 -7.142 0.683 -0.541  0.77
C1 -1.197 -0.762 -0.290  0.16
O1 -0.587 0.524 -0.460  -0.18
O2 -2.523 -0.481 -0.407  -0.36
C2 -0.400 -1.846 -1.098  0.75
F1 0.046 -1.329 -2.263  -0.22
F2 0.694 -2.322 -0.471  -0.21
F3 -1.116 -2.956 -1.443  -0.24
C3 0.763 0.840 -0.121  -0.18
C4 1.088 2.199 -0.783  -1.20
H1 0.722 3.039 -0.192  0.29
H2 2.173 2.250 -0.869  0.39
H3 0.737 2.157 -1.814  0.34
H4 1.567 0.271 -0.588  0.25
H5 0.910 0.747 0.955  0.36
H6 -1.082 -1.046 0.756  0.28
C5 -4.392 6.420 0.913  -1.21
C6 -5.516 6.026 -0.025  0.22
C7 -5.427 6.656 -1.438  -1.12
O3 -5.420 4.676 -0.268  -0.53
H7 -4.390 7.508 0.845  0.31
H8 -3.423 6.085 0.542  0.39
H9 -4.608 6.104 1.933  0.30
H10 -6.483 6.357 0.353  0.33
H11 -4.428 6.554 -1.860  0.27
H12 -5.787 7.679 -1.326  0.36
H13 -6.188 6.212 -2.080  0.32
H14 -4.470 4.545 -0.305  0.34
C8 0.510 9.156 -3.172  -1.19
C9 0.140 9.853 -4.454  0.48
C10 0.610 9.019 -5.630  -1.29
O4 -1.266 9.728 -4.629  -0.53
H15 0.214 8.114 -3.051  0.29
H16 0.124 9.763 -2.352  0.33
H17 1.597 9.186 -3.096  0.35
H18 0.521 10.874 -4.486  0.26
H19 0.388 9.588 -6.533  0.31
H20 0.174 8.022 -5.676  0.33
H21 1.692 8.920 -5.538  0.38
H22 -1.812 10.295 -4.079  0.29
C11 6.807 -2.975 3.282  -1.01
C12 5.989 -3.265 4.537  0.15
C13 4.983 -4.304 4.150  -1.21
O5 6.897 -3.777 5.476  -0.53
H23 7.538 -3.772 3.145  0.29
H24 7.302 -2.004 3.281  0.30
H25 6.122 -3.010 2.435  0.31
H26 5.444 -2.431 4.980  0.33
H27 5.508 -5.200 3.818  0.38
H28 4.322 -3.930 3.368  0.31
H29 4.310 -4.502 4.984  0.33
H30 7.119 -4.616 5.067  0.35
C14 -6.010 1.849 5.898  -1.46
C15 -5.932 0.795 4.898  0.67
C16 -6.042 -0.624 5.407  -1.29
O6 -6.860 0.978 3.881  -0.53
H31 -6.729 1.504 6.641  0.33
H32 -6.344 2.750 5.383  0.42
H33 -5.061 2.069 6.388  0.38
H34 -4.920 0.877 4.502  0.17
H35 -5.996 -1.357 4.601  0.33
H36 -7.041 -0.847 5.782  0.30
H37 -5.277 -0.758 6.172  0.36
H38 -7.515 1.441 4.409  0.33
C17 3.005 -6.807 -5.749  -1.32
C18 3.509 -6.272 -7.024  0.50
C19 3.008 -4.839 -7.275  -1.16
O7 4.977 -6.225 -6.891  -0.57
H39 1.920 -6.888 -5.818  0.34
H40 3.336 -6.244 -4.876  0.32
H41 3.223 -7.848 -5.511  0.39
H42 3.309 -6.963 -7.843  0.22
H43 1.918 -4.831 -7.238  0.35
H44 3.367 -4.571 -8.269  0.29
H45 3.424 -4.228 -6.474  0.33
H46 5.365 -7.073 -6.664  0.30
C20 -5.461 -0.995 -6.145  -1.16
C21 -5.910 0.355 -5.598  0.44
C22 -6.269 1.389 -6.689  -1.29
O8 -6.999 0.124 -4.712  -0.57
H47 -5.887 -1.134 -7.139  0.29
H48 -5.891 -1.784 -5.528  0.33
H49 -4.413 -1.293 -6.173  0.35
H50 -5.045 0.665 -5.012  0.26
H51 -6.888 2.211 -6.327  0.33
H52 -6.946 0.932 -7.411  0.34
H53 -5.499 1.810 -7.335  0.37
H54 -7.716 -0.275 -5.211  0.33
C23 -3.799 -7.929 4.866  -1.26
C24 -2.764 -8.206 3.750  0.40
C25 -1.348 -7.761 4.013  -1.20
O9 -2.879 -9.607 3.480  -0.54
H55 -4.655 -8.589 4.726  0.35
H56 -4.116 -6.886 4.884  0.36
H57 -3.406 -8.142 5.859  0.33
H58 -3.282 -7.778 2.892  0.27
H59 -0.617 -8.146 3.302  0.33
H60 -1.006 -8.121 4.983  0.31
H61 -1.319 -6.675 3.923  0.32
H62 -2.634 -10.049 4.296  0.33
C26 2.065 -1.005 8.418  -1.21
C27 1.488 -0.194 7.192  0.49
C28 0.420 -1.032 6.602  -1.30
O10 1.039 1.006 7.687  -0.56
H63 1.364 -1.072 9.250  0.34
H64 2.986 -0.579 8.816  0.38
H65 2.325 -2.019 8.115  0.33
H66 2.197 0.075 6.409  0.20
H67 0.723 -1.948 6.095  0.36
H68 -0.193 -0.358 6.004  0.32
H69 -0.302 -1.299 7.374  0.33
H70 1.793 1.470 8.059  0.34
C29 9.669 3.120 -2.780  -1.34
C30 9.866 1.624 -3.105  0.61
C31 8.646 0.821 -2.517  -1.22
O11 10.075 1.573 -4.465  -0.53
H71 9.382 3.252 -1.736  0.36
H72 8.922 3.673 -3.349  0.33
H73 10.568 3.703 -2.983  0.33
H74 10.732 1.255 -2.555  0.17
H75 7.896 0.628 -3.284  0.32
H76 8.114 1.218 -1.653  0.32
H77 9.075 -0.147 -2.256  0.33
H78 9.912 0.706 -4.844  0.30

2S+1: 1
Energy above the lowest of the compared OMol25 structures with the same formula, charge and spin (kJ/mol): 1188.8
E_HOMO (hartree): -0.41456
Charge: +1
Max |F| (eV/Å): 4.6
Calculated total energy (eV): -68633.2114

Number 1: frontier orbital gap 9.6 eV. Number 2: frontier orbital gap 2.2 eV.